Entry 1:
Density functional theory data (the ωB97M-V functional and the def2-TZVPD basis) for a molecular structure, C8H12Br2F6GaIO5P at a distorted geometry.

Results
Charge ... -1
HOMO ... -4.59 eV

Each line ends with the Mulliken charge.
Element x y z (Å)
O: 7.71213 -5.63019 -2.41951  -0.499
P: 6.38797 -4.56783 -2.43388  0.216
Br: 6.76141 -3.19903 -4.23678  -0.263
Ga: 4.47214 -5.76621 -3.08575  0.226
Br: 4.50744 -6.08213 -5.48404  -0.469
I: 2.41590 -4.26839 -2.52148  -0.303
H: 7.39783 -6.49533 -2.65576  0.301
H: 4.33526 -7.15725 -2.32893  -0.206
C: -1.96824 0.26944 -0.09906  -0.765
C: -2.27510 -1.11644 -0.62744  -0.396
O: -1.93452 -1.23130 -2.01524  -0.325
C: -0.64492 -1.44682 -2.26522  0.324
O: 0.20263 -1.54206 -1.44113  -0.435
C: -0.43127 -1.59059 -3.76973  0.859
F: -1.08761 -0.63985 -4.44150  -0.277
F: -0.89172 -2.76154 -4.19731  -0.249
F: 0.83720 -1.50607 -4.10451  -0.204
H: -2.46567 1.02722 -0.70687  0.319
H: -2.30281 0.36913 0.92987  0.140
H: -0.89895 0.47479 -0.13503  0.329
H: -3.34435 -1.31365 -0.56671  0.345
H: -1.76589 -1.88769 -0.04977  0.335
C: -0.79593 5.77986 3.07790  -1.099
C: -0.75097 4.69955 4.13856  -0.213
O: -1.98662 3.96917 4.18755  -0.348
C: -2.12400 3.02515 3.26678  0.383
O: -1.32529 2.74969 2.43291  -0.491
C: -3.45095 2.30167 3.45612  0.890
F: -4.45312 3.15248 3.65414  -0.258
F: -3.40076 1.49228 4.51039  -0.273
F: -3.74824 1.56801 2.39872  -0.218
H: -1.65334 6.43494 3.23843  0.305
H: 0.11420 6.37792 3.10566  0.366
H: -0.89622 5.34932 2.08207  0.313
H: -0.63142 5.14479 5.12441  0.311
H: 0.08381 4.01695 3.98218  0.327

Forces on atoms 1 to 3 (eV/Å):
O -0.82 0.84 0.02
P 0.86 0.73 0.69
Br -0.01 -0.39 0.10


Entry 2:
Density functional theory data (the ωB97M-V functional and the def2-TZVPD basis) for a single C4H6 molecule at a distorted geometry.

Results
SMILES ... CC#CC
Energy above the lowest of the compared OMol25 structures with the same formula, charge and spin ... 57.30 kcal/mol
HOMO ... -9.10 eV

Each line ends with the Mulliken charge.
Element x y z (Å)
C: 2.03147 0.08239 -0.00524  -1.449
C: 0.66260 0.05702 -0.05904  0.321
C: -0.50018 0.17308 -0.20290  0.408
C: -1.98268 0.11364 -0.00870  -0.984
H: 2.53691 1.10478 0.12524  0.256
H: 2.29128 -0.58905 0.72144  0.390
H: 2.35171 -0.53926 -0.82092  0.330
H: -2.35507 -0.92953 -0.69033  0.223
H: -2.30825 -0.52754 1.04170  0.240
H: -2.72779 1.05446 -0.10125  0.265

Forces on atoms 1 to 3 (eV/Å):
C 2.81 1.33 -1.00
C -1.07 1.08 -0.30
C -4.64 0.37 0.90


Entry 3:
Density functional theory data (the ωB97M-V functional and the def2-TZVPD basis) for a gas-phase ion, C3H8ClN2 (charge +1) at a distorted geometry.

Results
Charge ... +1
Energy above the lowest of the compared OMol25 structures with the same formula, charge and spin ... 30.71 kcal/mol
Multiplicity ... 3
HOMO (alpha / beta) ... -13.68 / -15.68 eV

Each line ends with the Mulliken charge.
Element x y z (Å)
C: -1.11103 1.63141 -0.38968  -0.937
C: 0.38350 -1.58363 1.22608  -0.765
C: -1.05225 0.41588 0.53876  0.123
N: 0.04537 -1.08653 -1.01772  -0.467
N: -0.10151 -0.74001 0.11596  0.569
Cl: -2.70442 -0.61764 0.65634  -0.098
H: -0.60889 2.47729 -0.09581  0.321
H: -2.18992 1.92257 -0.29623  0.322
H: -0.80186 1.39238 -1.41036  0.306
H: 1.36042 -1.99525 1.16576  0.327
H: -0.24841 -2.43974 1.07218  0.400
H: 0.18081 -1.22935 2.22182  0.272
H: -0.93721 0.60405 1.65694  0.313
H: -0.41978 -0.51021 -1.74069  0.314

Forces on atoms 1 to 3 (eV/Å):
C -2.65 -2.46 -0.16
C -1.51 -1.58 -0.07
C -1.37 -1.32 1.07


Entry 4:
Density functional theory data (the ωB97M-V functional and the def2-TZVPD basis) for a molecular structure, C9H21BClFMgNbO4 at a distorted geometry.

Results
Charge ... +1
HOMO ... -10.07 eV

Each line ends with the Mulliken charge.
Element x y z (Å)
C: 4.09129 1.83574 -0.23758  -0.549
O: 3.65091 0.65915 -1.00338  -0.304
C: 2.27917 0.80458 -1.51681  -0.535
Nb: 0.66591 -0.15132 -0.18892  -0.033
Cl: 1.63470 0.74962 1.92209  -0.362
C: -0.63100 1.70980 -0.43923  -0.531
C: -1.56242 2.06480 0.89884  -0.576
C: -2.84784 1.04185 0.83727  0.145
C: -3.80977 1.07150 2.16872  0.711
O: -5.07823 0.61899 2.01049  -0.625
O: -3.41740 1.59026 3.49620  -0.392
B: 1.91166 -2.10855 -0.06690  0.537
C: 2.09984 -2.82542 1.43375  -0.794
O: 2.52522 -2.76471 -1.26544  -0.509
C: -0.34153 -1.08614 -2.05579  -0.115
C: -1.80443 -1.76114 -1.71266  -0.360
F: -0.46945 -0.06790 -3.16303  -0.353
H: 3.22030 2.64454 -0.12935  0.254
H: 4.27426 1.45108 0.87778  0.199
H: 5.06346 2.34864 -0.65911  0.246
H: 2.24579 0.18748 -2.53843  0.277
H: 2.00732 1.92043 -1.84014  0.444
H: -0.58875 -1.01082 0.85015  -0.014
H: -1.41903 1.45463 -1.29556  0.232
H: -0.04019 2.65247 -0.81763  0.318
H: -1.96070 3.17408 0.71144  0.361
H: -0.95227 2.02204 1.89988  0.293
H: -2.55611 -0.07783 0.59339  -0.505
H: -3.52924 1.41180 -0.06766  0.458
H: -4.05011 1.14071 4.14417  0.385
H: 2.32712 -3.98527 1.32755  0.237
H: 1.04736 -2.75725 1.98803  0.202
H: 2.97298 -2.35438 2.05580  0.298
H: 3.52178 -2.64106 -1.26627  0.329
H: 0.35250 -1.95222 -2.48453  0.429
H: -2.03150 -1.86215 -0.56925  -0.274
H: -2.61192 -1.14143 -2.31049  0.267
H: -1.81146 -2.84374 -2.17841  0.311
Mg: -4.37823 -1.16284 0.59100  0.896

Forces on atoms 1 to 3 (eV/Å):
C -0.35 0.60 1.99
O -1.66 1.73 0.04
C 0.79 0.40 -2.65


Here are the calculated DFT total energy numbers, same order: -8999.5453; -155.8714; -688.3289; -1497.7408 (Eh).